(1)
Here is a structure of composition C49H38F3N5OP2S3Ti in a non-equilibrium geometry from the OMol25 dataset. Energies are from ωB97M-V with the def2-TZVPD basis set.

The geometry in ORCA input format:
```
! RIJCOSX wB97M-V def2-TZVPD def2/J DEFGRID3
* xyz 1 2
Ti 0.092 0.080 -1.828
O -2.752 2.090 -0.561
S -1.397 1.782 -0.020
C -1.784 1.113 1.597
C -2.061 1.968 2.661
C -2.623 1.457 3.814
C -2.957 0.109 3.890
C -2.706 -0.729 2.819
C -2.084 -0.249 1.664
P -1.850 -1.286 0.176
C -1.314 -2.914 0.853
C -1.304 -4.043 0.030
C -0.831 -5.264 0.488
C -0.337 -5.383 1.778
C -0.305 -4.265 2.596
C -0.776 -3.044 2.135
C -3.611 -1.498 -0.330
C -4.019 -2.571 -1.123
C -5.337 -2.692 -1.540
C -6.271 -1.730 -1.185
C -5.874 -0.648 -0.415
C -4.557 -0.529 0.007
C -0.582 3.317 0.416
C -1.402 4.432 0.514
C -0.853 5.630 0.941
C 0.491 5.693 1.288
C 1.301 4.575 1.165
C 0.790 3.367 0.692
P 1.777 1.837 0.493
C 2.261 1.496 2.256
C 3.499 0.969 2.621
C 3.763 0.613 3.938
C 2.795 0.768 4.920
C 1.562 1.304 4.575
C 1.305 1.663 3.259
C 3.379 2.281 -0.249
C 3.768 3.551 -0.663
C 4.976 3.736 -1.322
C 5.804 2.653 -1.587
C 5.411 1.379 -1.205
C 4.202 1.196 -0.550
H -1.855 3.026 2.585
H -2.826 2.115 4.649
H -3.434 -0.283 4.779
H -3.016 -1.764 2.868
H -1.653 -3.988 -0.990
H -0.849 -6.122 -0.171
H 0.031 -6.335 2.136
H 0.093 -4.335 3.601
H -0.706 -2.189 2.793
H -3.321 -3.335 -1.428
H -5.629 -3.543 -2.142
H -7.298 -1.819 -1.513
H -6.589 0.114 -0.134
H -4.277 0.343 0.582
H -2.448 4.342 0.249
H -1.478 6.510 1.026
H 0.911 6.622 1.652
H 2.344 4.637 1.450
H 4.285 0.846 1.889
H 4.738 0.219 4.195
H 3.004 0.486 5.944
H 0.798 1.450 5.329
H 0.346 2.100 3.021
H 3.120 4.404 -0.508
H 5.264 4.728 -1.643
H 6.743 2.801 -2.104
H 6.033 0.523 -1.434
H 3.885 0.187 -0.303
N 0.420 4.354 -2.881
C 0.159 3.031 -2.871
S 1.475 1.896 -2.805
N -1.113 2.684 -2.943
N -1.203 1.313 -2.894
C -2.254 0.770 -3.367
C -2.216 -0.695 -3.473
C -3.124 -1.394 -4.246
C -2.920 -2.746 -4.463
C -1.820 -3.354 -3.885
C -0.967 -2.597 -3.104
N -1.155 -1.289 -2.890
H 1.360 4.649 -3.083
H -0.333 4.975 -3.132
H -3.058 1.370 -3.778
H -3.957 -0.866 -4.690
H -3.603 -3.311 -5.083
H -1.608 -4.403 -4.037
H -0.095 -3.036 -2.642
F 4.817 -4.322 -1.483
C 4.021 -3.416 -2.082
F 3.305 -4.072 -3.011
F 4.819 -2.545 -2.721
C 3.134 -2.728 -1.077
C 3.269 -2.999 0.267
C 2.457 -2.353 1.198
C 1.509 -1.485 0.722
N 1.358 -1.220 -0.584
C 2.174 -1.788 -1.496
S 1.911 -1.199 -3.101
H 4.017 -3.708 0.594
H 2.561 -2.524 2.259
H 0.853 -0.948 1.396
*
```

Calculated values
Energy above the lowest of the compared OMol25 structures with the same formula, charge and spin, eV: 0.475
Highest occupied orbital energy (spin up / spin down), Ha: -0.37170 / -0.37814
LUMO (spin up / spin down), eV: -3.05 / -3.34
F_max, eV/Å: 1.79
<S²>: 0.76

---

(2)
Here is a structure of composition C12H15Cl3F4GeN2W in a non-equilibrium geometry from the OMol25 dataset. Energies are from ωB97M-V with the def2-TZVPD basis set.

The geometry in ORCA input format:
```
! RIJCOSX wB97M-V def2-TZVPD def2/J DEFGRID3
* xyz 3 2
W -0.148 0.532 1.002
C 1.956 -2.267 0.960
C 2.647 -0.908 0.837
N 1.823 0.134 0.104
C 2.437 1.503 0.249
C 1.617 2.306 1.252
C 1.697 -0.262 -1.345
C 0.529 0.465 -1.955
N -0.543 0.365 -0.934
C -1.858 0.114 -1.263
C -2.600 -0.567 -0.286
F -1.853 -0.922 0.826
C -3.899 -0.941 -0.433
F -4.513 -1.628 0.500
C -4.538 -0.567 -1.613
C -3.850 0.135 -2.597
F -4.456 0.499 -3.695
C -2.518 0.473 -2.445
F -1.882 1.157 -3.369
H 2.199 -2.732 1.914
H 2.270 -2.962 0.182
H 0.865 -2.198 0.892
H 3.585 -1.007 0.288
H 2.890 -0.486 1.810
H 2.443 2.006 -0.714
H 3.470 1.429 0.582
H 0.514 2.338 0.973
H 1.822 3.375 1.153
H 1.787 2.048 2.296
H 1.510 -1.332 -1.373
H 2.629 -0.060 -1.873
H 0.246 0.009 -2.900
H 0.725 1.520 -2.145
H -5.581 -0.832 -1.763
Cl -1.167 -2.033 3.923
Ge 0.105 -0.477 3.416
Cl 1.198 0.263 5.013
Cl -1.559 1.509 2.528
*
```

Calculated values
Energy above the lowest of the compared OMol25 structures with the same formula, charge and spin, eV: 0.524
Highest occupied orbital energy (spin up / spin down), Ha: -0.71020 / -0.70504
LUMO (spin up / spin down), eV: -14.17 / -14.02
F_max, eV/Å: 2.91
<S²>: 0.78

---

(3)
Here is a cluster of 2 separate species, C3H9N3 in total in a non-equilibrium geometry from the OMol25 dataset. Energies are from ωB97M-V with the def2-TZVPD basis set.

The geometry in ORCA input format:
```
! RIJCOSX wB97M-V def2-TZVPD def2/J DEFGRID3
* xyz 0 1
C -2.123 0.453 2.477
C -1.208 0.101 1.583
N -1.335 -0.165 0.250
H -2.085 0.206 3.509
H -3.036 0.691 1.947
H -0.193 0.138 1.978
H -0.475 0.173 -0.220
H -2.096 0.413 -0.293
N 0.860 -0.597 -2.072
C 2.047 -0.456 -1.439
N 2.404 0.665 -0.926
H 0.597 0.341 -2.346
H 0.845 -1.261 -2.868
H 2.484 -1.387 -1.155
H 3.313 0.686 -0.424
*
```

Calculated values
SMILES string: [H]/N=C/N.C=CN
Energy above the lowest of the compared OMol25 structures with the same formula, charge and spin, eV: 2.064
Highest occupied orbital energy, Ha: -0.30054
LUMO, eV: 0.90
F_max, eV/Å: 4.19